Entry 1:
ORCA calculation (ωB97M-V/def2-TZVPD) on a molecular structure, C24H24N7OSSeY.

Results
- Relative energy (zero: lowest compared OMol25 entry of this formula, charge and spin): 18.8 kcal per mole
- Highest occupied orbital energy (spin up / spin down): -1.23 / -0.72 eV
- Net charge: -2
- E_LUMO (spin up / spin down): 4.42 / 4.42 eV

CARTESIAN COORDINATES (ANGSTROEM)
Y1 0.085 0.348 -1.707
S1 2.865 0.459 -1.670
C1 2.520 0.662 0.070
N1 3.435 0.206 0.859
N2 3.097 0.337 2.245
C2 2.548 -0.761 2.876
C3 1.774 -1.699 2.180
C4 1.169 -2.741 2.861
C5 1.317 -2.890 4.238
C6 2.090 -1.966 4.929
C7 2.702 -0.917 4.262
N3 1.368 1.338 0.518
N4 0.288 0.530 0.693
C8 -0.676 1.129 1.529
C9 -1.984 1.353 1.093
C10 -2.920 1.878 1.976
C11 -2.579 2.182 3.288
C12 -1.276 1.954 3.722
C13 -0.333 1.431 2.853
H1 3.887 0.727 2.735
H2 1.624 -1.584 1.116
H3 0.551 -3.432 2.299
H4 0.829 -3.704 4.760
H5 2.219 -2.056 6.003
H6 3.293 -0.190 4.811
H7 -2.246 1.105 0.065
H8 -3.933 2.052 1.629
H9 -3.321 2.588 3.967
H10 -0.998 2.176 4.747
H11 0.684 1.240 3.171
C14 -2.640 2.628 -3.590
N5 -1.356 2.736 -4.279
C15 -1.129 2.476 -5.608
C16 0.204 2.583 -5.824
N6 0.774 2.909 -4.614
C17 2.190 3.107 -4.348
C18 -0.190 3.006 -3.661
Se1 0.145 3.389 -1.872
H12 -3.392 2.396 -4.344
H13 -2.860 3.582 -3.109
H14 -2.515 1.771 -2.849
H15 -1.936 2.203 -6.263
H16 0.802 2.436 -6.705
H17 2.735 2.923 -5.273
H18 2.520 2.425 -3.561
H19 2.358 4.127 -4.004
N7 0.058 -2.006 -1.696
C19 -0.454 -2.917 -0.882
C20 -0.196 -4.318 -1.050
C21 -0.692 -5.270 -0.184
C22 -1.537 -4.910 0.867
C23 -1.848 -3.559 1.040
C24 -1.311 -2.589 0.220
H20 0.442 -4.592 -1.883
H21 -0.441 -6.316 -0.338
H22 -1.939 -5.661 1.537
H23 -2.496 -3.255 1.856
H24 -1.533 -1.542 0.383
O1 -1.841 0.482 -2.084

Atomic partial charges in e from the Löwdin method, atoms 1 to 4: Y 0.912; S 0.357; C -0.903; N -0.027


Entry 2:
ORCA calculation (ωB97M-V/def2-TZVPD) on a single C2H6F2N4 molecule.

Results
- Relative energy (zero: lowest compared OMol25 entry of this formula, charge and spin): 1.1 kcal per mole
- Highest occupied orbital energy: -8.56 eV
- Net charge: 0
- SMILES: N/N=C(/NN)C(F)F
- E_LUMO: 0.96 eV

CARTESIAN COORDINATES (ANGSTROEM)
C1 -0.206 0.036 -0.273
C2 1.137 0.584 0.174
H1 -1.806 1.117 2.335
H2 -1.203 -0.574 2.286
H3 -2.148 0.098 0.144
H4 1.449 -0.703 -1.889
H5 0.367 -1.513 -2.849
H6 0.992 1.276 1.006
N1 -1.169 0.413 1.926
N2 -1.306 0.503 0.501
N3 -0.472 -0.752 -1.216
N4 0.649 -1.307 -1.875
F1 1.957 -0.444 0.562
F2 1.759 1.266 -0.832

Atomic partial charges in e from the natural (NBO) method, atoms 1 to 4: C 0.257; C 0.507; H 0.377; H 0.357


Entry 3:
ORCA calculation (ωB97M-V/def2-TZVPD) on a molecular structure, C12H20ClMnN7O7.

Results
- Highest occupied orbital energy (spin up / spin down): -7.90 / -7.90 eV
- Multiplicity: 2
- Net charge: 0
- E_LUMO (spin up / spin down): -1.24 / -1.35 eV

CARTESIAN COORDINATES (ANGSTROEM)
Mn1 -0.007 0.550 0.456
N1 0.350 2.005 1.885
C1 1.698 1.952 2.464
C2 1.878 0.599 3.129
N2 1.409 -0.490 2.271
C3 0.543 -1.416 3.023
C4 -0.853 -0.829 3.059
N3 -1.265 -0.606 1.661
C5 2.473 -1.193 1.550
C6 3.067 -0.242 0.534
N4 1.955 0.272 -0.296
H1 0.229 2.847 1.333
H2 -0.356 2.017 2.615
H3 1.871 2.745 3.195
H4 2.395 2.102 1.644
H5 1.274 0.591 4.039
H6 2.919 0.461 3.443
H7 0.922 -1.611 4.033
H8 0.493 -2.359 2.477
H9 -0.890 0.120 3.605
H10 -1.523 -1.526 3.566
H11 -2.223 -0.274 1.620
H12 -1.231 -1.567 1.223
H13 2.002 -2.035 1.032
H14 3.249 -1.588 2.218
H15 3.808 -0.767 -0.071
H16 3.576 0.596 1.008
H17 1.649 -0.465 -0.936
H18 2.252 1.058 -0.865
O1 -3.669 0.377 -6.075
N5 -3.563 1.052 -5.071
O2 -4.163 2.090 -4.861
C7 -2.660 0.572 -4.020
C8 -2.485 1.352 -2.886
C9 -1.618 0.847 -1.959
C10 -0.915 -0.363 -2.041
O3 -0.206 -0.703 -1.034
C11 -1.098 -1.067 -3.248
C12 -1.976 -0.621 -4.209
N6 -0.309 -2.274 -3.536
O4 -0.820 -3.119 -4.241
O5 0.830 -2.293 -3.117
N7 -1.248 1.528 -0.727
O6 -2.092 1.797 0.155
O7 -0.078 2.136 -0.695
H19 -3.009 2.288 -2.761
H20 -2.122 -1.196 -5.111
Cl1 -0.461 -3.350 0.520

Atomic partial charges in e from the natural (NBO) method, atoms 1 to 4: Mn 1.183; N -0.794; C -0.218; C -0.233


Entry 4:
ORCA calculation (ωB97M-V/def2-TZVPD) on a molecular structure, C53H52N6SSbSeV.

Results
- Relative energy (zero: lowest compared OMol25 entry of this formula, charge and spin): 157.7 kcal per mole
- Highest occupied orbital energy (spin up / spin down): -11.39 / -11.39 eV
- Multiplicity: 3
- Net charge: +2
- E_LUMO (spin up / spin down): -7.74 / -7.09 eV

CARTESIAN COORDINATES (ANGSTROEM)
V1 9.201 12.473 13.391
C1 7.574 14.072 15.129
C2 6.704 13.666 13.943
N1 7.501 13.354 12.671
C3 7.346 14.283 11.473
C4 7.123 15.741 11.829
S1 11.403 12.858 13.496
C5 11.126 13.429 15.191
C6 9.837 13.187 16.064
N2 8.648 12.960 15.275
H1 8.092 15.010 14.899
H2 6.994 14.285 16.009
H3 6.115 12.758 14.155
H4 5.987 14.506 13.736
H5 7.137 12.469 12.357
H6 8.522 13.062 10.354
H7 6.465 13.925 10.880
H8 6.909 16.215 10.823
H9 6.136 15.806 12.293
H10 11.979 12.996 15.703
H11 11.380 14.496 15.148
H12 9.972 12.297 16.738
H13 9.734 14.074 16.708
H14 8.187 12.106 15.637
Se1 10.150 18.416 6.367
N3 10.240 17.949 8.065
C7 9.587 16.833 8.338
C8 9.353 16.135 9.677
C9 9.820 16.810 10.826
C10 9.303 17.012 12.125
C11 8.069 16.635 12.616
N4 8.588 14.041 10.706
C12 8.779 14.847 9.589
C13 8.312 14.254 8.288
N5 8.171 12.904 8.202
C14 7.433 12.428 7.202
C15 7.029 13.206 6.120
C16 7.403 14.529 6.123
C17 8.138 15.059 7.153
C18 8.878 16.318 7.106
N6 9.134 16.933 5.956
H15 10.788 17.288 10.733
H16 10.042 17.602 12.759
H17 7.806 16.974 13.624
H18 7.220 11.327 7.159
H19 6.491 12.698 5.314
H20 7.208 15.170 5.290
C19 16.912 14.771 11.804
C20 16.742 13.451 12.525
C21 17.693 13.114 13.487
C22 17.558 11.940 14.244
C23 16.531 11.056 13.967
C24 15.679 11.337 12.873
C25 15.782 12.460 12.109
Sb1 14.225 12.793 10.657
C26 14.528 10.726 9.807
C27 13.365 9.884 9.805
C28 13.343 8.700 9.097
C29 14.446 8.341 8.369
C30 15.564 9.086 8.456
C31 15.684 10.285 9.192
C32 17.048 10.911 9.316
C33 14.576 14.097 8.925
C34 14.905 13.467 7.710
C35 14.626 14.086 6.502
C36 13.994 15.336 6.476
C37 13.600 15.919 7.684
C38 13.988 15.370 8.936
C39 13.588 16.083 10.251
H21 17.906 15.161 12.043
H22 16.161 15.510 12.190
H23 16.861 14.600 10.695
H24 18.498 13.760 13.606
H25 18.289 11.722 14.995
H26 16.478 10.146 14.612
H27 14.949 10.575 12.605
H28 12.543 10.204 10.447
H29 12.418 8.193 9.075
H30 14.387 7.344 7.947
H31 16.444 8.768 7.905
H32 17.261 11.390 10.304
H33 17.305 11.663 8.565
H34 17.752 10.069 9.144
H35 15.408 12.506 7.704
H36 14.673 13.459 5.603
H37 13.735 15.796 5.551
H38 13.114 16.914 7.664
H39 12.861 15.522 10.802
H40 13.133 17.109 10.094
H41 14.429 16.228 10.944
C40 7.759 6.173 10.658
C41 6.775 7.169 10.492
C42 7.081 8.417 11.036
C43 8.316 8.778 11.631
C44 9.287 7.769 11.669
C45 8.990 6.500 11.163
C46 8.252 10.109 12.258
C47 9.153 10.617 13.196
C48 9.935 9.748 14.131
C49 11.326 9.526 14.076
C50 11.837 8.477 14.824
C51 11.039 7.718 15.721
C52 9.690 7.935 15.695
C53 9.115 8.865 14.869
H42 7.531 5.144 10.375
H43 5.757 7.026 10.117
H44 6.278 9.201 11.102
H45 10.272 7.889 12.088
H46 9.794 5.741 11.273
H47 7.398 10.676 11.891
H48 11.980 10.313 13.633
H49 12.887 8.387 14.847
H50 11.508 6.970 16.330
H51 9.154 7.405 16.506
H52 8.010 8.867 14.734

Atomic partial charges in e from the Löwdin method, atoms 1 to 4: V 0.783; C -0.092; C -0.125; N -0.084


Entry 5:
ORCA calculation (ωB97M-V/def2-TZVPD) on a molecular structure, C16H20N4O3S.

Results
- Relative energy (zero: lowest compared OMol25 entry of this formula, charge and spin): 444.4 kcal per mole
- Highest occupied orbital energy: -8.50 eV
- Net charge: 0
- E_LUMO: -1.15 eV

CARTESIAN COORDINATES (ANGSTROEM)
O1 -1.764 2.182 1.662
C1 -0.954 1.363 1.018
N1 -1.401 0.488 0.189
H1 -0.851 -0.277 -0.234
C2 -2.948 -0.012 -0.180
C3 -3.316 0.303 -1.466
C4 -4.685 -0.303 -1.842
H2 -4.859 0.348 -3.069
C5 -5.815 0.014 -1.125
C6 -5.849 -1.229 -0.066
C7 -4.871 -1.035 1.044
H3 -5.065 -2.048 1.508
C8 -3.358 -1.401 0.379
H4 -2.688 -1.391 1.351
H5 -3.269 -1.988 -0.416
H6 -5.010 -0.418 1.828
H7 -6.825 -1.291 0.489
H8 -5.904 -2.168 -0.548
H9 -5.557 1.032 -0.545
H10 -6.719 0.092 -1.487
H11 -4.532 -1.242 -2.329
H12 -3.349 1.561 -1.547
H13 -2.462 0.051 -2.048
H14 -3.548 0.978 0.741
C9 0.407 1.583 0.932
H15 0.974 1.775 0.246
H16 0.679 1.901 1.988
S1 1.140 -0.071 1.509
C10 2.635 -0.022 1.071
N2 3.165 1.035 0.391
C11 4.464 0.959 0.012
C12 5.357 1.626 -0.711
C13 6.704 1.212 -0.677
C14 7.002 -0.210 -0.203
C15 6.079 -0.974 0.471
C16 4.871 -0.220 0.617
N3 3.712 -0.923 0.974
H17 3.573 -1.791 1.885
H18 6.402 -1.823 0.868
N4 8.263 -0.408 -0.225
O2 9.249 0.115 -0.724
O3 8.518 -1.555 0.375
H19 7.344 1.709 -1.155
H20 5.057 2.473 -0.949

Atomic partial charges in e from the natural (NBO) method, atoms 1 to 4: O -0.631; C 0.568; N -0.596; H 0.389


Number 1: electronic energy -4225.3937 hartree. Number 2: electronic energy -498.4890 hartree. Number 3: electronic energy -2990.1384 hartree. Number 4: electronic energy -6362.4265 hartree. Number 5: electronic energy -1463.9887 hartree.